No. 1
19
Properties=species:S:1:pos:R:3:forces:R:3 method="wB97M-V/def2-TZVPD" e_homo_ev=-8.1 gap_ev=5.447 e_lumo_ev=-2.6 relative_energy_kcal_mol=146.3
O -2.867134 -0.577104 -0.946981 -0.0878 -0.0205 -0.1134
C -2.841136 -0.205658 0.218972 0.3455 -0.3107 0.2627
C -1.747982 0.525451 0.770751 -0.2789 0.9420 0.4959
C -0.724435 1.010833 -0.154071 -1.1366 -0.1802 -0.4348
C 0.575501 0.762100 0.350858 0.9322 -0.1677 -0.9971
C 0.956504 -0.523014 0.826627 -0.4628 -0.2482 1.0989
N 2.174763 -0.896170 0.776259 0.1331 -0.4256 -0.6003
H -3.670303 -0.413780 0.913597 -0.2139 0.1085 -0.1721
H -1.431339 -2.954909 -0.991100 0.0782 -0.0482 0.0049
H -1.901390 1.037783 1.712871 0.3260 -0.2938 0.1488
H -0.855693 2.057095 -0.439746 0.0101 0.2010 -0.0482
H -0.933854 0.481976 -1.121525 0.1931 0.0114 0.0279
H 1.401390 1.364457 -0.024753 -0.0685 0.3075 0.5180
H 0.176871 -1.156450 1.266315 -0.1937 -0.1216 -0.6546
H 3.214543 -0.069861 -0.514805 0.2285 0.4680 0.0611
H 2.206455 -1.915462 0.801761 0.2397 0.0535 0.5853
H -1.032554 -2.348549 -1.143898 0.0068 -0.0595 -0.0119
H 3.955896 1.286905 -0.760300 0.1514 -0.0054 0.2597
O 3.509425 0.564249 -1.199697 -0.2026 -0.2105 -0.4306



No. 2
10
Properties=species:S:1:pos:R:3:forces:R:3 method="wB97M-V/def2-TZVPD" e_homo_ev=-10.1 gap_ev=10.870 e_lumo_ev=0.7 relative_energy_kcal_mol=102.6
C -1.485695 0.088568 0.068448 -0.2279 -0.0134 -0.0779
C -0.037068 -0.134761 -0.187139 -0.6392 -0.0566 -1.4173
N 0.457730 -0.633399 -1.272089 0.3535 0.2666 0.7117
O 1.894143 -0.600047 -1.042563 -0.5817 0.0762 0.2378
C 2.157327 -0.175128 0.186199 -0.5836 -1.2283 -1.0096
N 0.918792 0.078058 0.760385 3.9377 1.5549 1.5548
H -2.078476 -0.210196 -0.799814 0.1498 0.0566 0.1572
H -1.810030 -0.489258 0.941694 0.1164 0.1106 -0.1794
H -1.675102 1.147999 0.280743 0.0859 -0.2130 -0.0457
H 1.658380 0.928160 1.064132 -2.6109 -0.5536 0.0683



No. 3
84
Properties=species:S:1:pos:R:3:forces:R:3 method="wB97M-V/def2-TZVPD" e_homo_ev="-11.6 / -12.8" charge=+2 gap_ev="6.772 / 5.394" multiplicity=4 e_lumo_ev="-4.8 / -7.4"
O -1.678138 -8.820327 1.400924 0.4468 2.9635 -2.7958
C -1.609434 -7.945740 0.633425 -0.3274 -3.1793 3.5993
Cr -1.752111 -6.506172 -0.599972 -0.8552 -1.6410 0.2691
C -2.683981 -5.610505 0.776625 -2.4920 1.2638 3.3438
O -3.328621 -5.209128 1.663012 2.2645 -1.0966 -3.0102
C -3.414450 -7.331488 -1.020976 -4.5030 -1.8404 -0.2991
O -4.432249 -7.886267 -1.146220 3.6863 1.9375 0.2310
C -0.456978 -7.122993 -2.241998 0.7171 -0.3479 -0.9325
C 0.308615 -6.805885 -1.111764 0.2691 -0.3491 -0.1689
C 0.137554 -5.561935 -0.482459 1.1266 0.9813 0.7218
C -0.665520 -4.546938 -1.065210 -0.3457 0.9604 0.8145
C -0.743782 -3.241982 -0.451088 0.0506 -0.6125 0.2276
C -0.911799 -2.284780 0.310231 -0.0482 -0.7761 -1.3868
C -1.216172 -1.193486 1.074517 -0.9922 -0.0886 0.7940
C -1.061308 -1.225252 2.496885 0.2244 -0.3407 0.8672
C -1.588148 -0.199342 3.323816 0.1710 -0.2392 -0.1124
C -1.501697 -0.291080 4.710895 0.1367 -0.1316 -0.1858
C -0.860622 -1.389309 5.311782 -0.2373 0.0569 -0.2667
C -0.356959 -2.424642 4.513632 0.0047 0.0171 -0.4170
C -0.460554 -2.351451 3.123347 -0.1372 0.3890 0.2870
C -1.585109 -4.977797 -2.053866 -0.3219 1.5678 -0.7157
C -1.428254 -6.218907 -2.696358 0.0376 -0.3282 -0.3750
H -0.331882 -8.092215 -2.738489 -0.1221 0.4248 0.2902
H 1.016391 -7.526568 -0.696757 -0.3287 0.1883 -0.1284
H 0.665580 -5.337277 0.449089 0.0044 -0.0321 -0.5478
H -1.761130 -0.350256 0.657099 -0.0041 -0.7820 -0.0069
H -2.080385 0.649167 2.840527 0.1232 -0.2202 0.2584
H -1.946856 0.487729 5.332103 0.1996 -0.2201 -0.1721
H -0.794049 -1.455004 6.400108 -0.0132 0.0384 -0.3851
H 0.103999 -3.303746 4.971077 -0.1546 0.3496 -0.1059
H -0.112599 -3.161494 2.477811 0.0152 0.1926 0.3651
H -2.401069 -4.309044 -2.346165 0.5326 -0.1854 -0.0635
H -2.083089 -6.485839 -3.528721 0.1810 0.0489 0.3557
C -5.487275 3.979590 -2.296037 0.2966 0.0210 0.1136
C -5.683484 4.280213 -0.941199 0.1687 0.0170 -0.1034
C -4.589475 4.532905 -0.115916 0.1972 -0.1350 -0.1525
C -3.288000 4.473633 -0.631667 -0.2511 -0.0722 -0.4283
C -2.133150 4.760438 0.302369 0.1885 0.0448 0.0943
N -0.805653 4.552012 -0.306329 -0.2693 -0.8547 0.3251
C 0.028876 5.726844 -0.371880 0.2632 0.3455 0.4319
C 1.158477 5.565953 -1.363462 -0.5777 0.6372 -0.3654
N 1.768194 4.262068 -1.287058 -0.6467 -1.0872 0.5044
C 3.129066 4.179317 -1.755212 0.9161 -0.0764 0.1084
C 3.494383 2.781103 -2.200104 -0.0374 0.0400 -0.5945
N 2.992054 1.778757 -1.292221 -0.5845 -0.6689 0.3167
C 3.616142 0.447820 -1.407285 -0.0987 0.1560 -0.1395
C 4.301295 -0.009479 -0.139185 0.2462 0.0096 0.4413
C 4.847320 -1.299411 -0.110601 -0.1599 0.2137 0.1474
C 5.496787 -1.760729 1.032489 -0.0553 0.1854 0.0117
C 5.616144 -0.931808 2.156306 -0.1647 0.1690 -0.1925
C 5.088261 0.362167 2.123870 -0.0571 -0.1252 -0.2947
C 4.434837 0.826942 0.973180 0.0971 -0.3323 0.0241
C 1.735666 1.907336 -0.761102 0.9428 -1.0600 -0.3201
C 1.019658 0.824118 -0.206769 0.0936 0.5087 -0.1867
N -0.230735 0.981460 0.201161 0.3363 0.8565 -0.3067
C -0.876385 2.144906 0.141300 0.5746 0.1786 -0.1621
C -0.224102 3.309723 -0.315314 -1.3465 0.6244 0.4834
C 1.107193 3.182083 -0.794649 0.7306 1.1187 -0.5125
C -3.089740 4.195388 -1.986950 -0.3110 -0.0531 0.1202
C -4.190896 3.941494 -2.817846 0.0267 0.0838 0.3088
H -6.341900 3.777311 -2.942045 0.2376 0.0733 0.1940
H -6.690988 4.320004 -0.528404 0.2486 -0.0037 -0.1293
H -4.719154 4.776776 0.942059 -0.1242 -0.1007 -0.3141
H -2.173531 5.814321 0.615178 0.0462 -0.3105 -0.0574
H -2.230155 4.161576 1.223437 0.1300 0.1538 -0.2583
H -0.612549 6.565845 -0.658305 0.3088 -0.0568 -0.0374
H 0.444793 5.948323 0.626362 -0.1260 -0.0381 -0.1426
H 0.777791 5.737763 -2.383469 0.2234 -0.1591 0.1239
H 1.930487 6.315189 -1.163530 -0.1139 -0.0721 -0.0582
H 3.242388 4.872451 -2.594133 0.0274 -0.0784 0.1222
H 3.816746 4.501558 -0.956014 -0.2851 0.0549 -0.0875
H 3.096771 2.602056 -3.214329 0.0848 -0.0227 0.1728
H 4.581709 2.665725 -2.244294 -0.1897 0.2452 -0.0414
H 2.869042 -0.298480 -1.726146 0.1417 0.2880 0.0619
H 4.353830 0.510304 -2.220709 -0.2258 0.0140 0.2143
H 4.745595 -1.925987 -1.000853 0.1086 0.0548 0.3206
H 5.913807 -2.767136 1.045863 -0.0784 0.2603 0.0242
H 6.120807 -1.292654 3.052676 -0.1296 0.0969 -0.2653
H 5.179522 1.023366 2.985877 0.0167 -0.2341 -0.2011
H 4.028878 1.841372 0.940571 0.1480 -0.3510 0.0977
H 1.459152 -0.174863 -0.125570 -0.1487 0.4365 0.0691
H -1.917835 2.166784 0.472766 0.3588 0.0069 -0.1661
H -2.075006 4.176728 -2.392782 -0.3680 -0.0407 0.0678
H -4.020854 3.716782 -3.870957 -0.1183 0.0695 0.2691



no.,E_tot (eV)
1,-10942.9247
2,-8199.4348
3,-83591.9866